C13H78IN2O31 | wB97M-V/def2-TZVPD

Summary:
Orbital gap: 7.761 eV
Highest occupied orbital energy: -12.4 eV
LUMO: -4.664 eV
Charge: +1

Last column: Mulliken charge in e.
Cartesian coordinates (Å):
C: 4.01524 -3.99873 2.01681  -0.257
C: 3.90095 -4.28709 0.43398  -0.482
C: 3.41833 -3.02358 -0.43178  -0.697
C: 1.90158 -2.61167 0.01040  -0.066
N: 1.85151 -1.11770 -0.02238  -0.063
C: 0.48928 -0.58461 0.03117  0.140
C: -0.79144 -1.29989 -0.48783  0.088
N: -2.13150 -0.72945 -0.38082  0.582
C: -3.27409 -1.56926 -0.88979  -1.246
C: -4.13472 -2.06056 0.37291  0.756
C: -3.26945 -2.60024 1.61647  -1.355
I: -3.71160 -1.39568 3.41313  0.091
C: -2.35744 0.58164 0.18857  -0.426
C: -1.18328 1.44411 0.76270  -0.780
C: 0.25808 0.83487 0.67677  0.184
C: 1.58050 1.59462 1.27063  -0.178
O: 2.36778 2.29951 0.57083  -0.403
O: 1.81315 1.35055 2.66794  -0.543
H: 3.44030 -3.05818 2.33693  0.111
H: 3.53818 -4.89179 2.56270  -0.051
H: 5.10686 -3.85601 2.33365  0.195
H: 4.90965 -4.70308 0.06411  0.242
H: 3.12595 -5.12170 0.27495  0.285
H: 4.13665 -2.13470 -0.42193  0.317
H: 3.36645 -3.38642 -1.52934  0.290
H: 1.62653 -3.05382 1.03937  0.398
H: 1.22029 -3.11765 -0.76698  0.106
H: 2.38177 -0.75223 -0.84165  0.244
H: -0.71279 -2.32099 -0.97951  0.108
H: -2.81874 -2.50003 -1.38411  0.475
H: -3.96748 -1.00948 -1.60492  0.243
H: -4.79639 -2.92879 0.01019  -0.413
H: -4.79737 -1.21526 0.75938  0.534
H: -3.63652 -3.66450 1.85744  0.542
H: -2.14875 -2.68394 1.42962  0.305
H: -3.39473 1.05411 0.25327  0.732
H: -1.38908 2.46696 1.21591  0.457
H: 1.46658 0.42164 2.77627  0.493
O: -4.14800 2.81562 -1.05050  -0.596
H: -3.33183 2.63761 -1.53485  0.290
H: -4.12968 3.77319 -0.90669  0.321
O: 6.33229 -6.56393 -0.68014  -0.640
H: 6.84922 -6.06452 -1.32437  0.306
H: 6.99390 -7.06698 -0.18898  0.316
O: 0.93084 -1.55104 -3.11214  -0.551
H: 0.48383 -0.90084 -3.67555  0.345
H: 1.14939 -1.05713 -2.31420  0.274
O: 3.49167 0.01616 -3.19298  -0.581
H: 3.77193 0.78490 -3.70602  0.293
H: 3.37814 -0.67851 -3.85414  0.306
O: -6.12678 -4.02579 2.05603  -0.579
H: -5.51962 -3.37856 2.44054  0.248
H: -7.00302 -3.69514 2.29181  0.313
O: -0.40176 -0.90866 -5.58932  -0.586
H: 0.18057 -1.53293 -6.03840  0.247
H: -1.12931 -0.77355 -6.21729  0.370
O: -2.53514 1.08590 -5.57870  -0.578
H: -1.90662 1.29779 -4.87408  0.271
H: -3.21233 1.76920 -5.50051  0.273
O: -5.53210 -2.84699 -2.69052  -0.627
H: -5.01502 -2.34786 -3.33587  0.312
H: -4.87158 -3.35742 -2.20496  0.340
O: 3.04201 -6.49773 4.11545  -0.620
H: 2.73287 -7.19916 3.52874  0.302
H: 2.50711 -6.60824 4.91310  0.263
O: 0.06063 4.29961 -0.13313  -0.504
H: 0.57913 4.79705 -0.77711  0.251
H: 0.69736 3.77812 0.35038  0.152
O: 3.30431 4.47796 -1.73166  -0.609
H: 3.13034 3.76214 -1.10741  0.309
H: 2.95190 5.26316 -1.29270  0.306
O: -4.60585 5.53961 -2.01001  -0.626
H: -5.02595 5.94329 -2.77963  0.251
H: -4.12048 6.26798 -1.60048  0.347
O: -2.22580 -0.86570 -7.79622  -0.619
H: -2.37976 -1.58289 -8.42400  0.291
H: -3.07534 -0.41048 -7.74647  0.287
O: 1.69199 5.50343 1.82233  -0.613
H: 2.43449 5.67854 2.41904  0.286
H: 1.74915 4.55733 1.65344  0.368
O: -6.61518 6.51098 -4.26210  -0.635
H: -6.93512 7.40449 -4.45352  0.321
H: -7.42004 6.00375 -4.09615  0.302
O: -0.09046 2.73118 -4.18507  -0.496
H: 0.51031 3.06039 -3.50482  0.253
H: -0.07372 3.41759 -4.86375  0.278
O: 0.10220 -7.09193 5.17892  -0.622
H: -0.21385 -6.19969 4.98419  0.317
H: -0.70530 -7.59471 5.34498  0.295
O: 1.72014 -3.91361 5.44512  -0.589
H: 2.30968 -3.15512 5.54924  0.303
H: 2.29681 -4.61088 5.10757  0.292
O: 6.08696 -2.32130 3.68655  -0.641
H: 6.68244 -1.98481 4.36920  0.289
H: 6.10457 -1.63870 3.00343  0.313
O: 8.71779 -4.32425 3.35180  -0.624
H: 9.34068 -4.10802 4.05637  0.321
H: 8.03656 -3.64246 3.42282  0.339
O: 0.87038 -6.23298 8.05501  -0.638
H: 1.15080 -5.46646 7.53723  0.323
H: 0.75973 -6.93056 7.39655  0.336
O: 4.67635 -2.81781 6.92366  -0.631
H: 4.52303 -3.53224 7.55509  0.321
H: 4.30201 -2.03988 7.35600  0.318
O: -6.28766 -5.26338 -0.99449  -0.655
H: -6.73276 -4.61339 -1.55456  0.337
H: -6.06880 -4.77172 -0.19075  0.288
O: 0.89355 0.71970 5.40135  -0.605
H: 1.13935 1.24776 4.63052  0.383
H: 0.01501 0.38280 5.18467  0.293
O: -5.34164 8.92014 -5.36173  -0.618
H: -4.75585 9.68037 -5.25724  0.317
H: -4.76483 8.22598 -5.70422  0.315
O: 3.81168 7.14257 3.21015  -0.624
H: 4.40570 7.46919 3.89697  0.300
H: 3.83690 7.82971 2.53260  0.307
O: -5.25893 8.53013 -1.95999  -0.598
H: -5.56984 7.83062 -2.54941  0.278
H: -5.78930 8.41534 -1.16087  0.330
O: 3.67734 4.73020 -4.70293  -0.613
H: 3.19626 5.48095 -5.07150  0.307
H: 3.33359 4.64896 -3.80211  0.333
O: -3.24867 10.87119 -1.04946  -0.626
H: -2.36839 10.47737 -1.07117  0.309
H: -3.84392 10.12224 -1.18450  0.334

Cartesian forces, eV/Å:
C -0.2 -0.3 -0.3
C 0.1 0.2 0.3
C -0.5 -1.2 -0.3
C 1.3 -1.3 -0.8
N -2.7 0.0 -0.3
C -3.0 2.1 0.3
C 0.7 2.4 1.4
N 3.1 2.1 0.7
C -0.8 -0.9 0.9
C 0.0 -0.2 0.0
C -0.4 -1.3 -0.7
I 0.5 -0.6 -0.8
C 3.4 0.3 0.8
C 1.0 -4.2 -1.9
C -2.3 -1.3 -0.8
C 2.1 1.0 -1.2
O -3.9 -2.9 3.3
O -0.9 -0.8 -3.7
H 0.8 -1.2 -0.5
H 1.0 1.5 -0.6
H -1.8 -0.4 -0.4
H -1.7 0.7 0.4
H 1.1 1.2 0.1
H -1.0 -1.2 0.4
H 0.1 0.8 1.7
H 0.5 1.1 -1.5
H 0.8 0.9 1.1
H -0.3 -0.1 0.8
H -0.2 1.7 0.7
H -0.6 1.6 0.5
H 1.3 -0.6 1.0
H 0.9 1.5 0.6
H 0.8 -1.2 -0.8
H 0.7 1.7 -0.2
H -1.5 0.4 0.4
H 1.4 -1.1 -0.4
H 0.3 -1.6 -0.8
H 0.4 1.0 0.3
O 0.4 -0.3 0.3
H -0.2 0.2 -0.1
H -0.3 0.0 -0.3
O 0.2 0.0 -0.1
H -0.1 -0.1 0.1
H -0.1 0.1 0.0
O -0.2 0.1 0.4
H -0.1 -0.2 -0.4
H 0.2 0.0 -0.3
O 0.0 0.1 -0.1
H 0.0 0.0 0.1
H -0.1 0.0 0.2
O 0.1 0.3 -0.1
H -0.3 -0.1 0.1
H 0.1 -0.2 0.0
O 0.2 -0.2 0.1
H -0.1 0.1 0.1
H 0.0 0.1 0.0
O -0.3 0.2 0.3
H 0.2 0.0 -0.2
H 0.1 -0.1 -0.1
O 0.4 0.2 0.1
H -0.2 -0.1 -0.1
H -0.2 -0.3 -0.2
O -0.2 0.0 0.2
H 0.0 0.1 0.1
H 0.0 -0.4 -0.1
O -0.6 -0.1 -0.5
H -0.1 0.0 0.2
H 0.3 -0.1 -0.2
O -0.5 0.1 0.1
H 0.1 -0.1 0.0
H 0.3 0.0 0.0
O 0.3 0.2 0.2
H -0.2 -0.3 -0.2
H -0.1 0.0 -0.1
O -0.3 -0.2 -0.3
H 0.1 0.1 0.1
H 0.2 0.1 0.2
O 0.3 -0.2 0.0
H 0.0 0.2 0.1
H 0.2 0.2 0.2
O -0.2 0.1 0.3
H 0.3 0.0 -0.2
H 0.2 0.0 0.0
O 0.0 0.2 0.1
H 0.0 -0.1 -0.1
H 0.0 -0.2 0.0
O -0.2 0.1 -0.1
H 0.1 0.0 0.1
H 0.2 0.0 0.0
O 0.0 -0.1 0.1
H 0.0 -0.1 0.1
H 0.1 0.2 -0.2
O 0.4 0.3 0.0
H -0.2 0.0 0.1
H 0.0 -0.1 0.0
O 0.1 0.3 0.2
H 0.0 -0.1 -0.1
H -0.1 -0.2 -0.1
O 0.1 0.0 -0.1
H -0.1 0.0 0.0
H 0.0 0.2 0.0
O -0.2 0.1 0.1
H 0.1 0.1 -0.1
H 0.1 -0.1 0.0
O 0.2 0.5 0.0
H 0.0 -0.2 0.0
H -0.3 -0.2 0.2
O -0.1 -0.1 -0.4
H 0.0 0.2 0.4
H 0.1 0.0 0.2
O 0.3 -0.1 0.0
H -0.2 0.0 0.1
H -0.2 0.1 0.0
O 0.1 0.2 -0.1
H -0.1 -0.2 0.0
H -0.1 -0.1 0.1
O 0.0 -0.2 0.3
H -0.1 0.3 -0.1
H 0.0 0.1 -0.1
O -0.4 0.1 0.0
H 0.2 -0.1 -0.1
H 0.3 0.0 0.1
O 0.1 -0.3 0.0
H -0.1 0.1 0.0
H 0.0 0.1 -0.2